*w*
Molecular formula: C6H14O
Method: DFT, wB97M-V/def2-TZVPD

Bonds (Å) are listed after each position.
Atoms and positions in Å:
1 C -3.4765 -0.2172 -0.7564  C2 1.527, H8 1.095, H9 1.097, H10 1.097
2 C -2.2743 -0.3162 0.1801  C1 1.527, C3 1.528, H11 1.099, H12 1.099
3 C -0.9506 -0.0598 -0.5388  C2 1.528, C4 1.524, H13 1.100, H14 1.099
4 C 0.2685 -0.1343 0.3721  C3 1.524, C5 1.519, H15 1.098, H16 1.098
5 C 1.5651 0.1240 -0.3768  C4 1.519, O6 1.406, H17 1.105, H18 1.097
6 O 2.6264 0.1134 0.5458  C5 1.406, C7 1.400
7 C 3.8168 0.4413 -0.1143  O6 1.400, H19 1.102, H20 1.093, H21 1.095
8 H -4.4155 -0.4026 -0.2244  C1 1.095
9 H -3.4017 -0.9477 -1.5709  C1 1.097
10 H -3.5399 0.7790 -1.2107  C1 1.097
11 H -2.3877 0.4046 1.0013  C2 1.099
12 H -2.2516 -1.3110 0.6466  C2 1.099
13 H -0.8367 -0.7878 -1.3554  C3 1.100
14 H -0.9786 0.9329 -1.0098  C3 1.099
15 H 0.3230 -1.1255 0.8418  C4 1.098
16 H 0.1800 0.5852 1.1962  C4 1.098
17 H 1.7293 -0.6550 -1.1431  C5 1.105
18 H 1.5618 1.0812 -0.9121  C5 1.097
19 H 4.1118 -0.3417 -0.8315  C7 1.102
20 H 4.5960 0.5403 0.6462  C7 1.093
21 H 3.7043 1.3789 -0.6686  C7 1.095

Kohn-Sham gap   10.969 eV
SMILES   CCCCCOC

***

*x*
Molecular formula: C6H14O
Method: DFT, wB97M-V/def2-TZVPD

Bonds (Å) are listed after each position.
Atoms and positions in Å:
1 C 2.3333 -1.2094 -0.5575  C2 1.525, H8 1.095, H9 1.096, H10 1.096
2 C 1.0448 -0.3944 -0.5183  C1 1.525, C3 1.498, C4 1.520, H11 1.100
3 C 1.2196 1.0271 -0.0784  C2 1.498, H12 1.103, H13 1.099
4 C -0.0305 -0.9325 0.4118  C2 1.520, C5 1.485, H15 1.099, H16 1.105
5 C -1.2898 -0.2750 -0.0208  C4 1.485, C6 1.497, H17 1.096
6 C -2.4827 -0.1830 0.8788  C5 1.497, H18 1.095, H19 1.106, H20 1.096
7 O -0.9464 2.7290 -0.7140  H14 0.988, H21 0.965
8 H 3.1019 -0.6734 -1.1236  C1 1.095
9 H 2.1580 -2.1770 -1.0420  C1 1.096
10 H 2.7097 -1.3831 0.4572  C1 1.096
11 H 0.6258 -0.3640 -1.5353  C2 1.100
12 H 1.8050 1.6869 -0.7407  C3 1.103
13 H 1.5452 1.1582 0.9630  C3 1.099
14 H -0.2623 2.1769 -0.2623  O7 0.988
15 H 0.1887 -0.6303 1.4460  C4 1.099
16 H -0.1187 -2.0336 0.4132  C4 1.105
17 H -1.5243 -0.4027 -1.0842  C5 1.096
18 H -2.2740 0.4777 1.7263  C6 1.095
19 H -2.7113 -1.1751 1.3111  C6 1.106
20 H -3.3902 0.1611 0.3690  C6 1.096
21 H -1.7789 2.3672 -0.3869  O7 0.965

Kohn-Sham gap (spin up / spin down)   9.464 / 7.632 eV

***

*y*
Molecular formula: C6H14O
Method: DFT, wB97M-V/def2-TZVPD

Bonds (Å) are listed after each position.
Atoms and positions in Å:
1 C 0.8839 2.2414 -1.0946  C2 1.520, H7 1.092, H8 1.102, H9 1.103
2 C 1.0574 0.7412 -1.2694  C1 1.520, C3 1.557, H10 1.096, H11 1.094
3 C 0.1935 -0.0212 -0.2222  C2 1.557, C4 1.447, C5 1.416
4 C 0.3787 0.3112 1.1737  C3 1.447, H12 1.101, H13 1.083
5 C -0.8705 -0.8561 -0.6403  C3 1.416, C6 1.497, H15 1.085
6 C -2.0240 -1.1236 0.2749  C5 1.497, H16 1.089, H17 1.092, H18 1.109
7 H 1.5935 2.8361 -1.6740  C1 1.092
8 H -0.1770 2.4682 -1.2855  C1 1.102
9 H 1.0128 2.5384 -0.0406  C1 1.103
10 H 2.1265 0.5386 -1.1347  C2 1.096
11 H 0.8301 0.2922 -2.2405  C2 1.094
12 H 1.3600 0.4262 1.6599  C4 1.101
13 H -0.4775 0.2201 1.8310  C4 1.083
14 H -0.7684 1.8831 1.4824  no bonds
15 H -0.7992 -1.1801 -1.6730  C5 1.085
16 H -2.4678 -2.0868 0.0255  C6 1.089
17 H -1.6713 -1.0884 1.3077  C6 1.092
18 H -2.7790 -0.3128 0.2210  C6 1.109
19 H 1.5985 -2.6451 0.8812  O21 0.964
20 H 0.2272 -2.1751 1.1966  O21 0.995
21 O 0.7727 -3.0074 1.2211  H19 0.964, H20 0.995

Kohn-Sham gap   7.664 eV

***

It comes down to *w*, which is 0.1227 hartree more stable than the next structure.

***

*w*
Molecular formula: C6H14O
Method: DFT, wB97M-V/def2-TZVPD

Bonds (Å) are listed after each position.
Atoms and positions in Å:
1 C 2.7373 0.5640 -0.0431  C2 1.516, H8 1.094, H9 1.097, H10 1.092
2 C 1.5068 -0.2531 0.2965  C1 1.516, O3 1.218, C4 1.516
3 O 1.6012 -1.3898 0.7246  C2 1.218
4 C 0.1920 0.5019 0.3060  C2 1.516, C5 1.532, H11 1.100, H12 1.100
5 C -1.0822 -0.3493 0.3066  C4 1.532, C6 1.533, C7 1.529, H13 1.096
6 C -1.6037 -0.6586 -1.1019  C5 1.533, H14 1.097, H15 1.093, H16 1.099
7 C -2.1697 0.3553 1.1179  C5 1.529, H17 1.095, H18 1.098, H19 1.096
8 H 3.0394 0.9743 0.9247  C1 1.094
9 H 2.5663 1.3970 -0.7355  C1 1.097
10 H 3.5463 -0.0708 -0.4114  C1 1.092
11 H 0.2901 1.0061 1.2786  C4 1.100
12 H 0.1486 1.3023 -0.4474  C4 1.100
13 H -0.8214 -1.2929 0.8002  C5 1.096
14 H -2.4961 -1.2934 -1.0459  C6 1.097
15 H -0.8695 -1.1812 -1.7209  C6 1.093
16 H -1.8877 0.2651 -1.6244  C6 1.099
17 H -3.0874 -0.2415 1.1517  C7 1.095
18 H -2.4195 1.3273 0.6717  C7 1.098
19 H -1.8413 0.5341 2.1482  C7 1.096
20 H 1.2904 -0.7415 -1.7016  H21 0.747
21 H 1.3651 -1.3202 -1.2354  H20 0.747

Kohn-Sham gap   10.583 eV
SMILES   CC(=O)CC(C)C.[H][H]

***

*x*
Molecular formula: C6H14O
Method: DFT, wB97M-V/def2-TZVPD

Bonds (Å) are listed after each position.
Atoms and positions in Å:
1 C 1.0538 1.7323 0.2819  C2 1.532, H8 1.097, H9 1.095, H10 1.099
2 C -0.0426 0.8545 0.8931  C1 1.532, C3 1.535, C4 1.539, H11 1.097
3 C 0.1782 0.7390 2.4073  C2 1.535, H12 1.097, H13 1.098, H14 1.096
4 C -0.0883 -0.5422 0.2491  C2 1.539, C5 1.530, H15 1.099, H16 1.099
5 C -0.4299 -0.5959 -1.2412  C4 1.530, C6 1.528, O7 1.423, H17 1.102
6 C -0.2634 -1.9976 -1.8251  C5 1.528, H18 1.095, H19 1.095, H20 1.098
7 O -1.7754 -0.1540 -1.3794  C5 1.423, H21 0.966
8 H 1.1060 2.7163 0.7640  C1 1.097
9 H 0.8975 1.9009 -0.7884  C1 1.095
10 H 2.0349 1.2550 0.4108  C1 1.099
11 H -1.0211 1.3147 0.7076  C2 1.097
12 H 0.2096 1.7237 2.8905  C3 1.097
13 H 1.1368 0.2470 2.6207  C3 1.098
14 H -0.6107 0.1560 2.8962  C3 1.096
15 H -0.8392 -1.1508 0.7717  C4 1.099
16 H 0.8845 -1.0310 0.3987  C4 1.099
17 H 0.2381 0.0830 -1.7961  C5 1.102
18 H -0.9424 -2.7053 -1.3375  C6 1.095
19 H 0.7636 -2.3588 -1.7056  C6 1.095
20 H -0.4874 -1.9997 -2.9001  C6 1.098
21 H -2.0026 -0.1871 -2.3179  O7 0.966

Kohn-Sham gap   11.198 eV
SMILES   CC(C)C[C@@H](C)O

***

It comes down to *x*, which is 0.0587 hartree more stable than the next structure.

***

*w*
Molecular formula: C6H6
Method: DFT, wB97M-V/def2-TZVPD

Bonds (Å) are listed after each position.
Atoms and positions in Å:
1 C 2.8263 -1.0945 -0.3983  C2 1.205, C3 1.494
2 C 3.7133 -1.9074 -0.4592  C1 1.205
3 C 1.7010 -0.1183 -0.2799  C1 1.494, C4 1.401, C5 1.640, H8 1.060
4 C 0.8801 0.3994 -1.2909  C3 1.401, C5 1.482, H7 0.985
5 C 0.0997 -0.4621 -0.3716  C3 1.640, C4 1.482, C6 1.534, H9 1.138
6 C -0.9355 0.0538 0.6363  C5 1.534, H10 1.062, H11 1.070, H12 1.102
7 H 1.0461 0.3184 -2.2583  C4 0.985
8 H 1.7506 0.1419 0.7465  C3 1.060
9 H -0.1254 -1.4524 -0.8859  C5 1.138
10 H -1.5794 -0.7354 0.9374  C6 1.062
11 H -1.6612 0.7586 0.2890  C6 1.070
12 H -0.6131 0.6153 1.5278  C6 1.102

Kohn-Sham gap (spin up / spin down)   5.967 / 5.970 eV

***

*x*
Molecular formula: C6H6
Method: DFT, wB97M-V/def2-TZVPD

Bonds (Å) are listed after each position.
Atoms and positions in Å:
1 C 0.0896 -1.8530 -0.5151  C2 1.500, H7 1.095, H8 1.092, H9 1.099
2 C 0.6689 -0.6492 -1.1982  C1 1.500, C3 1.389, H10 1.087
3 C 0.5205 0.6343 -0.6874  C2 1.389, C4 1.290, H11 1.192
4 C 0.0715 1.3173 0.3106  C3 1.290, C5 1.342
5 C -0.7396 1.9872 1.1445  C4 1.342, C6 1.227
6 C -1.4016 2.4954 2.0439  C5 1.227, H12 1.069
7 H 0.7641 -2.7125 -0.4354  C1 1.095
8 H -0.2720 -1.5910 0.4818  C1 1.092
9 H -0.7710 -2.1611 -1.1245  C1 1.099
10 H 1.1543 -0.7755 -2.1623  C2 1.087
11 H 1.6873 0.5059 -0.8938  C3 1.192
12 H -2.2332 2.8317 2.6253  C6 1.069

Kohn-Sham gap (spin up / spin down)   6.617 / 6.654 eV

***

It comes down to *x*, which is 0.0865 hartree more stable than the next structure.

***

*w*
Molecular formula: C10H16
Method: DFT, wB97M-V/def2-TZVPD

Bonds (Å) are listed after each position.
Atoms and positions in Å:
1 C 2.9976 -0.6042 1.8368  C2 1.488, H8 1.122, H9 1.216, H10 1.084
2 C 1.5965 -0.4374 1.3637  C1 1.488, C3 1.341, C7 1.416
3 C 1.0083 0.7512 1.1654  C2 1.341, C4 1.409, H11 1.050
4 C -0.3903 0.8788 1.0574  C3 1.409, C5 1.379, H12 1.078
5 C -1.1955 -0.2411 1.0771  C4 1.379, C6 1.407, H13 1.093
6 C -0.6790 -1.5370 1.2582  C5 1.407, C7 1.399, H14 1.057
7 C 0.7097 -1.5397 1.4288  C2 1.416, C6 1.399, H15 1.164
8 H 3.7512 -0.5299 1.0086  C1 1.122
9 H 3.2541 -1.7367 2.1968  C1 1.216
10 H 3.4800 -0.0457 2.6302  C1 1.084
11 H 1.6597 1.5664 1.2852  C3 1.050
12 H -0.8676 1.8194 0.8354  C4 1.078
13 H -2.2485 -0.1093 0.8162  C5 1.093
14 H -1.2626 -2.3782 1.5202  C6 1.057
15 H 0.9517 -2.6329 1.7487  C7 1.164
16 C -0.7706 -0.2345 -2.1694  C17 1.483, H19 1.076, H20 1.137, H21 1.054
17 C -1.5311 1.0328 -2.0467  C16 1.483, C18 1.544, H22 1.291, H23 1.124
18 C -1.6754 1.5822 -3.4828  C17 1.544, H24 1.091, H25 1.094, H26 1.266
19 H 0.2492 -0.1032 -1.8530  C16 1.076
20 H -1.3782 -1.0870 -1.7249  C16 1.137
21 H -0.2303 -0.3843 -3.0619  C16 1.054
22 H -0.6847 1.8300 -1.4856  C17 1.291
23 H -2.3249 1.0595 -1.2518  C17 1.124
24 H -1.2711 2.5564 -3.7615  C18 1.091
25 H -2.7126 1.3565 -3.7470  C18 1.094
26 H -0.7866 0.9127 -4.0863  C18 1.266

Kohn-Sham gap   9.978 eV
SMILES   Cc1ccccc1.CCC

***

*x*
Molecular formula: C10H16
Method: DFT, wB97M-V/def2-TZVPD

Bonds (Å) are listed after each position.
Atoms and positions in Å:
1 C 3.2630 -1.7307 1.2215  C2 1.535, H9 1.088, H10 1.077, H11 1.091
2 C 2.6966 -1.8242 -0.2026  C1 1.535, C3 1.519, H12 1.091, H13 1.099
3 C 1.2349 -1.4577 -0.3942  C2 1.519, C4 1.382, C8 1.399
4 C 0.2475 -1.8537 0.4879  C3 1.382, C5 1.399, H14 1.080
5 C -1.0733 -1.4238 0.3245  C4 1.399, C6 1.373, H15 1.084
6 C -1.4011 -0.6283 -0.7453  C5 1.373, C7 1.396, H16 1.081
7 C -0.4353 -0.2846 -1.6923  C6 1.396, C8 1.380, H17 1.085
8 C 0.8603 -0.7299 -1.5289  C3 1.399, C7 1.380, H18 1.081
9 H 2.4120 -1.6084 1.8876  C1 1.088
10 H 3.9242 -0.8914 1.3579  C1 1.077
11 H 3.7578 -2.6627 1.5002  C1 1.091
12 H 3.2785 -1.1658 -0.8500  C2 1.091
13 H 2.7692 -2.7870 -0.7284  C2 1.099
14 H 0.5496 -2.3680 1.3879  C4 1.080
15 H -1.7634 -1.7309 1.1022  C5 1.084
16 H -2.4387 -0.3930 -0.9362  C6 1.081
17 H -0.7394 0.1774 -2.6263  C7 1.085
18 H 1.5624 -0.5290 -2.3255  C8 1.081
19 C -2.9358 3.4673 0.2908  C20 1.542, H21 1.089, H22 1.084, H23 1.093
20 C -1.6993 2.5526 0.3969  C19 1.542, H24 1.086, H25 1.088, H26 1.095
21 H -3.5734 3.3780 1.1688  C19 1.089
22 H -2.6448 4.4836 0.0513  C19 1.084
23 H -3.5600 3.0809 -0.5194  C19 1.093
24 H -1.0844 2.6401 -0.4941  C20 1.086
25 H -2.0390 1.5281 0.5346  C20 1.088
26 H -1.1680 2.7612 1.3312  C20 1.095

Kohn-Sham gap   9.960 eV
SMILES   CCc1ccccc1.CC

***

It comes down to *x*, which is 0.1266 hartree more stable than the next structure.